1.
{"formula": "H2O5P2", "method": "the ωB97M-V functional and the def2-TZVPD basis", "e_homo_ev": 1.17, "charge": -2, "smiles": "O=P(O)=P([O-])([O-])O", "e_above_lowest_kj_mol": 226.8, "energy_ev": -28850.2326, "spin_multiplicity": 1, "gap_ha": 0.225, "symbols": ["O", "O", "O", "O", "O", "P", "P", "H", "H"], "xyz": [[0.73998, 0.53496, 1.40365], [1.50315, -1.77856, 0.86773], [1.46970, 0.10002, -1.08524], [-1.97127, 0.50399, 0.62791], [-0.97562, 0.42710, -1.68589], [-1.40931, -0.49571, -0.36171], [0.82376, -0.59177, 0.21981], [-0.14176, 0.85537, 1.33264], [-0.03863, 0.44460, -1.31891]], "atomic_forces_ev_per_a": [[1.8, -0.2, 0.4], [-0.2, 0.1, -0.7], [-0.7, -1.4, 2.8], [-0.3, 0.8, 1.5], [-0.3, -0.5, 0.5], [-0.9, -1.3, -1.0], [1.7, 0.5, -1.4], [-2.0, 0.9, 0.0], [0.8, 1.1, -2.2]], "lowdin_charge": [-0.28, -0.50, -0.52, -0.66, -0.48, 0.37, 0.23, -0.05, -0.11]}

2.
{"formula": "H2ORb", "method": "the ωB97M-V functional and the def2-TZVPD basis", "e_homo_ev": -16.44, "charge": 1, "e_above_lowest_kj_mol": 6.9, "energy_ev": -2730.0538, "spin_multiplicity": 1, "gap_ha": 0.451, "symbols": ["Rb", "O", "H", "H"], "xyz": [[2.37363, 0.25354, 0.25216], [-0.54055, 0.09016, 0.15929], [-0.87293, -0.80632, 0.20479], [-0.96015, 0.46262, -0.61624]], "atomic_forces_ev_per_a": [[-0.1, 0.0, 0.1], [0.7, 0.0, 0.0], [-0.3, -0.3, 0.1], [-0.3, 0.2, -0.2]], "lowdin_charge": [1.04, -0.14, 0.05, 0.05]}

3.
{"formula": "H2OSn", "method": "the ωB97M-V functional and the def2-TZVPD basis", "e_homo_ev": [-32.97, -32.92], "charge": 3, "e_above_lowest_kj_mol": 10.1, "energy_ev": -7866.9265, "spin_multiplicity": 2, "gap_ha": [0.528, 0.372], "symbols": ["Sn", "O", "H", "H"], "xyz": [[9.99099, -17.84660, 11.73814], [7.22474, -17.70719, 10.58985], [7.26040, -17.15344, 9.80990], [6.29796, -17.72623, 10.82848]], "atomic_forces_ev_per_a": [[1.7, -0.3, 0.8], [1.4, -0.7, 0.8], [0.0, 1.5, -2.7], [-3.1, -0.5, 1.0]], "lowdin_charge": [2.08, 0.50, 0.20, 0.22]}

4.
{"formula": "H2OTl", "method": "the ωB97M-V functional and the def2-TZVPD basis", "e_homo_ev": [-23.33, -23.12], "charge": 2, "energy_ev": -6749.6533, "spin_multiplicity": 2, "gap_ha": [0.488, 0.189], "symbols": ["Tl", "O", "H", "H"], "xyz": [[1.62340, -1.79848, -0.60991], [-0.25856, 0.33569, 0.14746], [-0.17725, 1.28943, 0.15137], [-1.18759, 0.17335, 0.31108]], "atomic_forces_ev_per_a": [[0.7, -0.8, -0.4], [1.2, -1.1, 0.4], [0.5, 2.5, -0.3], [-2.4, -0.7, 0.2]], "lowdin_charge": [1.21, 0.40, 0.19, 0.19]}

- Number 3 is which compound?
  H2OSn